1.
{
  "formula": "C30H24B4BrNO8",
  "method": "ωB97M-V with the def2-TZVPD basis set",
  "total_energy_ha": -4488.00377,
  "charge": 0,
  "molar_mass_g_mol": 649.67,
  "multiplicity": 1,
  "homo_lumo_gap_ev": 7.88,
  "lumo_ev": -1.2,
  "elements": ["O", "C", "C", "C", "C", "C", "C", "C", "C", "O", "C", "C", "C", "C", "C", "C", "H", "H", "H", "H", "H", "H", "H", "H", "O", "C", "C", "C", "C", "C", "C", "C", "C", "O", "C", "C", "C", "C", "C", "C", "H", "H", "H", "H", "H", "H", "H", "H", "C", "N", "C", "B", "O", "B", "O", "B", "O", "B", "Br", "O", "H", "H", "H", "H", "H", "H", "H", "H"],
  "coordinates": [[3.65899, 6.37886, -4.00737], [2.66806, 5.83331, -4.47711], [1.59289, 5.34294, -3.59075], [1.69995, 5.52303, -2.20554], [0.67002, 5.09839, -1.36494], [-0.46702, 4.49588, -1.90265], [-0.56773, 4.29964, -3.28092], [0.46706, 4.71839, -4.12609], [0.35979, 4.49053, -5.58092], [-0.60408, 3.89281, -6.04554], [1.42469, 4.99803, -6.46850], [1.31519, 4.81905, -7.85390], [2.30016, 5.32500, -8.70342], [3.39386, 6.00958, -8.17421], [3.51215, 6.17643, -6.79273], [2.52774, 5.66468, -5.93723], [2.58205, 5.99754, -1.77919], [0.75264, 5.24303, -0.28996], [-1.27532, 4.17642, -1.24861], [-1.45607, 3.82388, -3.69311], [0.46171, 4.28996, -8.27461], [2.21142, 5.18856, -9.77903], [4.15674, 6.41232, -8.83699], [4.37082, 6.70939, -6.38745], [0.80854, -8.27032, 4.08527], [0.51327, -7.10888, 4.33848], [0.34674, -6.66720, 5.73821], [0.54895, -7.57953, 6.78198], [0.43267, -7.15995, 8.10792], [0.11662, -5.83236, 8.39537], [-0.10254, -4.92608, 7.35667], [0.00663, -5.34584, 6.02537], [-0.24448, -4.38461, 4.93316], [-0.59683, -3.23804, 5.18500], [-0.05885, -4.82056, 3.53501], [-0.25938, -3.90639, 2.49221], [-0.05348, -4.30004, 1.16915], [0.35254, -5.60337, 0.88392], [0.53897, -6.52008, 1.92084], [0.32756, -6.12922, 3.24951], [0.80137, -8.61604, 6.56527], [0.59445, -7.86849, 8.91732], [0.03848, -5.50238, 9.42890], [-0.35403, -3.89247, 7.58861], [-0.57157, -2.88583, 2.70757], [-0.20579, -3.58777, 0.36114], [0.52232, -5.90752, -0.14668], [0.85297, -7.53664, 1.68933], [-3.12309, -1.32188, 1.36877], [-3.10498, -0.68176, 0.00296], [-4.22119, 0.30261, -0.22155], [-1.74196, -0.17168, -0.40945], [-0.81193, -1.21764, -0.96914], [-1.15615, 1.36132, -0.27293], [0.29355, 1.67948, -0.52752], [0.81117, 2.06542, 0.79980], [0.05086, 2.95169, 1.70146], [-1.35667, 3.10840, 1.28752], [-2.61072, 4.16071, 2.51188], [-1.98170, 2.57555, 0.06028], [-3.11152, -2.49852, 1.20404], [-4.12632, -1.10569, 1.97326], [-2.22458, -1.04163, 2.06538], [-4.12530, 0.69073, -1.34056], [-5.26697, -0.24249, -0.13895], [-4.19128, 1.24419, 0.51210], [0.03451, -0.79580, -1.29568], [1.85339, 1.61895, 1.17959]],
  "forces_ev_per_a": [[-0.579, -0.322, -0.280], [1.173, 0.650, 0.591], [-0.240, -0.077, 0.564], [-0.225, -0.100, 0.218], [0.215, 0.073, -0.378], [0.021, 0.109, -0.397], [0.025, 0.044, 0.357], [-0.220, -0.039, 0.594], [-1.200, -0.730, -0.582], [0.603, 0.370, 0.292], [0.236, 0.073, -0.609], [0.222, 0.127, -0.191], [-0.199, -0.090, 0.311], [-0.063, -0.019, 0.407], [-0.017, -0.035, -0.343], [0.226, 0.113, -0.631], [-0.152, -0.079, -0.279], [0.009, 0.016, -0.161], [0.221, 0.159, -0.323], [0.288, 0.127, -0.068], [0.144, 0.120, 0.279], [-0.001, 0.017, 0.210], [-0.134, -0.074, 0.148], [-0.279, -0.179, 0.071], [-0.173, 0.683, 0.155], [0.351, -1.388, -0.311], [0.011, -0.132, 0.635], [-0.018, 0.108, 0.293], [0.010, -0.002, -0.369], [-0.045, 0.151, -0.353], [0.046, -0.196, 0.273], [0.057, -0.145, 0.615], [-0.415, 1.383, 0.293], [0.206, -0.668, -0.154], [-0.021, 0.166, -0.612], [0.077, -0.142, -0.296], [-0.030, 0.049, 0.315], [0.018, -0.195, 0.403], [-0.043, 0.214, -0.271], [0.031, 0.145, -0.645], [-0.054, 0.300, -0.127], [-0.027, 0.120, -0.169], [0.002, -0.046, -0.202], [0.037, -0.230, -0.239], [0.091, -0.300, 0.123], [-0.009, -0.075, 0.145], [-0.036, 0.042, 0.206], [-0.100, 0.213, 0.244], [-0.628, -1.842, 0.708], [1.011, 1.754, 0.806], [-0.567, 0.782, -0.530], [-0.312, -4.744, -1.280], [-0.960, 3.172, 1.047], [1.420, 4.424, -1.297], [-2.182, -0.410, 4.178], [-1.265, 0.863, -0.966], [-2.312, -1.808, -3.105], [-0.021, 0.377, -0.395], [1.417, -1.049, -1.261], [3.493, -1.819, 3.158], [0.132, 2.388, 0.581], [2.173, -0.173, -1.491], [-1.597, -0.392, -1.290], [-0.309, -0.697, 2.411], [2.196, 1.093, -0.090], [-0.177, -2.007, -1.512], [-1.326, -0.566, 0.726], [-0.224, 0.345, -0.150]]
}

2.
{
  "formula": "CH4BBr",
  "method": "ωB97M-V with the def2-TZVPD basis set",
  "total_energy_ha": -2639.28571,
  "charge": 0,
  "de_lowest_kj_mol": 260.85,
  "molar_mass_g_mol": 106.76,
  "multiplicity": 1,
  "homo_lumo_gap_ev": 10.95,
  "lumo_ev": 0.3,
  "elements": ["B", "C", "Br", "H", "H", "H", "H"],
  "coordinates": [[-0.60322, -0.27733, -0.55343], [0.37819, 0.04862, 0.64953], [-0.75661, -1.61938, 1.08059], [-0.29885, -0.98976, -1.44234], [-1.51042, 0.43651, -0.39965], [-0.15226, 0.65860, 1.32682], [1.59019, -0.45046, 0.87732]],
  "forces_ev_per_a": [[1.203, 0.196, 0.313], [2.967, -3.620, -0.332], [-0.074, -0.564, 0.640], [-0.025, 0.290, -0.398], [-0.802, 0.212, -0.660], [0.741, 1.249, 1.153], [-4.010, 2.237, -0.716]]
}

3.
{
  "formula": "C6H12Si",
  "method": "ωB97M-V with the def2-TZVPD basis set",
  "total_energy_ha": -525.03925,
  "s_squared": 2.022,
  "charge": 0,
  "de_lowest_kj_mol": 155.70,
  "molar_mass_g_mol": 112.25,
  "multiplicity": 3,
  "homo_lumo_gap_ev": [7.59, 7.79],
  "lumo_ev": [0.9, -0.6],
  "elements": ["C", "C", "C", "C", "C", "C", "Si", "H", "H", "H", "H", "H", "H", "H", "H", "H", "H", "H", "H"],
  "coordinates": [[1.91900, 0.79592, 0.76122], [1.95328, 0.72407, -0.80836], [0.52566, -2.36979, 0.07814], [-1.42697, -0.58225, 0.05263], [-1.52144, 0.35357, 1.22227], [-1.55945, 0.17151, -1.23857], [0.98039, -0.65556, 0.02177], [2.86830, 0.63643, 1.25638], [1.40690, 1.65424, 1.18045], [1.46717, 1.54205, -1.32744], [2.92364, 0.51880, -1.24242], [0.10308, -2.76430, 0.98932], [0.13055, -2.82906, -0.81525], [-2.59755, 0.44632, 1.39600], [-1.12724, 1.36853, 1.07403], [-1.09233, -0.07312, 2.12752], [-1.20007, -0.40953, -2.08742], [-1.11389, 1.17654, -1.26792], [-2.63902, 0.29565, -1.37235]],
  "forces_ev_per_a": [[-0.341, -0.762, -0.120], [-0.417, -0.709, 0.183], [0.904, -0.223, -0.005], [4.524, 3.395, -0.330], [-1.514, -1.089, 0.590], [-1.530, -1.121, -0.382], [-1.530, 0.360, 0.049], [0.101, -0.070, 0.010], [-0.153, -0.059, 0.007], [-0.149, -0.050, -0.004], [0.085, -0.094, -0.010], [0.161, 0.000, 0.223], [0.162, -0.020, -0.212], [-0.263, 0.469, 0.481], [0.070, -0.311, -0.297], [0.028, 0.102, 0.137], [0.021, 0.103, -0.147], [0.076, -0.286, 0.333], [-0.237, 0.366, -0.505]]
}

4.
{
  "formula": "C8H21NO4Ti",
  "method": "ωB97M-V with the def2-TZVPD basis set",
  "total_energy_ha": -1522.16371,
  "s_squared": 3.751,
  "charge": 1,
  "de_lowest_kj_mol": 238.58,
  "molar_mass_g_mol": 243.13,
  "multiplicity": 4,
  "homo_lumo_gap_ev": [6.94, 9.23],
  "lumo_ev": [-2.8, -3.4],
  "elements": ["Ti", "C", "O", "C", "C", "N", "C", "C", "O", "C", "H", "H", "H", "H", "H", "H", "H", "H", "H", "H", "H", "H", "H", "H", "H", "C", "C", "O", "O", "H", "H", "H", "H", "H", "H"],
  "coordinates": [[-0.51776, 0.90935, -0.27642], [-1.50032, -2.18292, -1.86753], [-0.36876, -1.52862, -1.44213], [0.79090, -2.14075, -1.90807], [1.71690, -1.20960, -2.69898], [2.04414, 0.04099, -1.95903], [2.85119, -0.17357, -0.79950], [3.02086, 1.17931, 0.02072], [1.86148, 1.96109, 0.04078], [1.97560, 3.05720, 0.87801], [-2.44339, -1.72820, -1.56430], [-1.63398, -3.19997, -1.49896], [-1.63928, -2.19144, -2.94860], [0.56086, -2.97310, -2.57319], [1.27453, -2.62518, -1.05981], [1.08606, -0.85917, -3.51588], [2.56836, -1.74971, -3.11299], [2.56662, 0.63753, -2.58453], [3.78642, -0.53448, -1.22752], [2.36664, -0.91489, -0.16410], [3.93627, 1.59542, -0.39997], [3.44097, 0.99131, 1.00879], [0.94242, 3.32270, 1.10198], [2.42313, 3.89070, 0.33663], [2.30482, 2.78907, 1.88192], [-3.03804, 0.05809, 3.35495], [-3.99947, 0.52594, 2.24649], [-3.47712, 1.64456, 1.52300], [-1.87717, -0.35137, 2.85575], [-3.61199, -0.58062, 4.02630], [-2.66371, 0.85162, 4.00172], [-4.96793, 0.89128, 2.58811], [-4.34915, -0.24755, 1.56273], [-3.93839, 1.82183, 0.69995], [-1.49172, -0.97683, 3.47366]],
  "forces_ev_per_a": [[0.914, -0.479, -0.264], [-2.688, -0.821, -0.742], [-0.140, 1.636, 0.654], [1.826, -0.918, -0.221], [-1.328, 1.138, 0.524], [-1.493, -0.357, -0.659], [-0.113, 0.973, 0.931], [1.845, -2.248, -0.950], [-0.252, -1.797, -0.820], [-1.701, 1.020, 0.747], [0.321, 0.726, 0.590], [0.656, -0.240, 0.084], [0.601, -0.124, -0.293], [-0.240, 0.039, -0.152], [0.288, 0.148, 0.159], [0.238, -0.093, -0.384], [0.186, -0.127, 0.210], [-0.208, 0.259, -0.215], [0.695, -0.148, 1.183], [0.198, -0.156, -0.010], [-0.442, 1.290, -0.747], [-0.787, -0.423, 0.551], [-0.177, 0.541, -0.204], [0.520, 0.006, 0.583], [1.003, 0.155, -0.204], [-3.030, 2.909, 1.067], [-1.022, 0.817, -0.103], [1.574, -0.033, -0.195], [3.176, -2.856, -2.143], [0.167, -0.767, -0.262], [-1.448, 1.066, 0.287], [0.072, -0.182, 1.127], [0.818, -0.612, -0.091], [-0.374, -0.240, 0.139], [0.344, -0.103, -0.177]]
}